# C54H137N9O19

A cluster of 10 separate species, C54H137N9O19 in total (wB97M-V/def2-TZVPD, the OMol25 dataset).

CARTESIAN COORDINATES (ANGSTROEM)
C1 -22.4268 10.5068 6.8233
O1 -22.3183 11.5179 7.8008
C2 -21.0461 12.2484 7.7421
C3 -21.2331 13.5647 8.5907
N1 -21.5438 13.4026 10.0095
C4 -21.7699 14.5794 10.7812
C5 -20.7853 15.7717 10.6530
O2 -21.0997 16.4766 9.4309
C6 -20.4973 17.7867 9.3328
H1 -22.5056 10.8282 5.7848
H2 -23.3348 9.9267 6.9885
H3 -21.5611 9.8535 6.9320
H4 -20.8152 12.4697 6.7001
H5 -20.1949 11.6588 8.0827
H6 -22.0950 14.0944 8.1849
H7 -20.4231 14.2591 8.3672
H8 -22.3803 12.8369 10.0232
H9 -21.9046 14.2326 11.8057
H10 -22.7314 15.0236 10.5237
H11 -19.7956 15.3429 10.8101
H12 -21.0174 16.3469 11.5494
H13 -19.4304 17.5684 9.2863
H14 -20.7593 18.3662 10.2181
H15 -20.8549 18.3322 8.4595
C7 -12.8891 11.6140 6.1771
O3 -13.7843 12.0630 7.1228
C8 -14.2712 11.0294 7.9403
C9 -15.1138 11.5416 9.1705
N2 -16.6023 11.5578 8.9808
C10 -17.0253 12.3036 7.7767
C11 -16.6202 13.8196 7.8567
O4 -17.3052 14.4973 8.9627
C12 -16.9542 15.8243 9.1386
H16 -13.3089 10.8431 5.5310
H17 -11.9670 11.2613 6.6392
H18 -12.7282 12.4571 5.5052
H19 -13.3995 10.6463 8.4709
H20 -14.7663 10.2469 7.3652
H21 -14.6180 12.4282 9.5659
H22 -14.9578 10.8253 9.9772
H23 -17.0756 11.9579 9.7783
H24 -18.1117 12.2183 7.7975
H25 -16.6293 11.8025 6.8934
H26 -17.0215 14.3450 6.9901
H27 -15.5375 13.7547 7.7492
H28 -17.4055 16.2749 10.0226
H29 -17.2396 16.3922 8.2531
H30 -15.8776 15.9216 9.2784
C13 -18.3572 10.2686 -0.6315
O5 -17.0518 10.6108 -0.1675
C14 -16.2206 11.0620 -1.2517
C15 -14.6599 10.8361 -0.8323
N3 -14.3566 11.7999 0.2405
C16 -14.5218 11.1527 1.5611
C17 -14.1580 12.1513 2.7011
O6 -15.1376 13.1943 2.6947
C18 -14.9876 14.1356 3.7870
H31 -18.4315 9.2572 -1.0312
H32 -18.7452 11.0334 -1.3041
H33 -19.0336 10.3429 0.2200
H34 -16.4175 12.1188 -1.4317
H35 -16.3749 10.5482 -2.2005
H36 -14.0385 11.0174 -1.7093
H37 -14.5029 9.7873 -0.5803
H38 -15.0749 12.5067 0.3085
H39 -13.8540 10.3035 1.7056
H40 -15.5447 10.8051 1.7059
H41 -13.1962 12.6005 2.4535
H42 -14.1192 11.7048 3.6948
H43 -14.9935 13.4621 4.6440
H44 -15.8227 14.8357 3.8122
H45 -14.0201 14.6372 3.8082
C19 -11.5248 3.5949 12.1976
O7 -10.7333 4.5952 11.5598
C20 -11.4399 4.9893 10.3400
C21 -10.8063 6.2608 9.7608
N4 -11.4609 7.5040 10.1809
C22 -10.6708 8.6917 9.7048
C23 -10.5925 8.8434 8.2314
O8 -11.8198 8.5802 7.5494
C24 -11.6224 8.1494 6.2181
H46 -11.8044 2.7010 11.6402
H47 -12.4214 4.1115 12.5402
H48 -10.8490 3.2887 12.9962
H49 -12.4370 5.2299 10.7087
H50 -11.5149 4.1330 9.6697
H51 -10.7887 6.2542 8.6709
H52 -9.8231 6.2186 10.2294
H53 -11.4238 7.4072 11.1856
H54 -9.6680 8.6544 10.1303
H55 -11.2626 9.4774 10.1746
H56 -9.8148 8.1687 7.8735
H57 -10.2039 9.8419 8.0314
H58 -12.6243 8.2718 5.8066
H59 -11.4366 7.0807 6.1106
H60 -10.8898 8.6573 5.5909
C25 -18.6144 12.3212 2.6148
O9 -19.2748 12.6580 3.7855
C26 -18.5789 13.5892 4.5451
C27 -19.5520 14.4082 5.3996
N5 -19.5184 15.7971 5.0057
C28 -20.3348 16.6472 5.8566
C29 -21.8433 16.5564 5.5186
O10 -22.3628 17.0118 4.2931
C30 -22.0976 18.4037 3.9906
H61 -17.6603 11.8044 2.7187
H62 -18.4328 13.2454 2.0662
H63 -19.2865 11.6881 2.0355
H64 -17.8194 14.1224 3.9733
H65 -17.9873 12.9595 5.2098
H66 -19.3045 14.3046 6.4561
H67 -20.5844 14.0795 5.2801
H68 -19.8295 15.9036 4.0507
H69 -19.9896 17.6699 5.7049
H70 -20.2212 16.5574 6.9369
H71 -22.3293 17.0435 6.3640
H72 -22.1119 15.5084 5.6518
H73 -22.9437 18.7509 3.3977
H74 -21.2079 18.3679 3.3618
H75 -22.0550 19.0136 4.8930
C31 -11.6310 6.7482 13.8716
O11 -12.4462 7.1980 12.7413
C32 -13.7805 7.4549 13.0144
C33 -14.3590 8.0266 11.6973
N6 -14.4661 6.9996 10.6146
C34 -14.9931 7.6077 9.3637
C35 -14.5770 6.7406 8.1365
O12 -15.5268 5.6385 8.0473
C36 -15.0042 4.4064 8.5418
H76 -11.1555 5.7986 13.6262
H77 -12.2289 6.6955 14.7814
H78 -10.8942 7.5342 14.0371
H79 -13.8997 8.1038 13.8820
H80 -14.2892 6.5251 13.2692
H81 -13.7065 8.8695 11.4694
H82 -15.2887 8.5491 11.9224
H83 -13.5082 6.8416 10.3362
H84 -14.5091 8.5630 9.1609
H85 -16.0661 7.7971 9.3337
H86 -13.5342 6.4664 8.2963
H87 -14.6853 7.3400 7.2326
H88 -15.5672 3.5345 8.2089
H89 -14.9756 4.3627 9.6305
H90 -13.9920 4.2097 8.1884
C37 -18.5599 15.1523 13.6958
O13 -17.6263 16.0098 12.9892
C38 -18.1552 17.3233 12.8460
C39 -17.1314 18.2328 12.1489
N7 -17.5472 19.6029 12.0022
C40 -17.5332 20.3287 13.2802
C41 -18.3916 21.6319 13.1970
O14 -18.1943 22.4577 14.3565
C42 -18.8839 23.7371 14.2106
H91 -19.5207 15.1109 13.1826
H92 -18.7056 15.6220 14.6686
H93 -18.0864 14.1757 13.7959
H94 -18.3091 17.7126 13.8524
H95 -18.9919 17.2397 12.1525
H96 -16.9646 17.8574 11.1393
H97 -16.1578 18.2500 12.6386
H98 -16.7415 20.0636 11.6036
H99 -16.5263 20.5674 13.6228
H100 -17.9202 19.7962 14.1490
H101 -19.4443 21.3497 13.1787
H102 -18.1269 22.1939 12.3013
H103 -18.8252 24.2474 15.1720
H104 -19.9487 23.5512 14.0704
H105 -18.5223 24.3422 13.3792
C43 -5.2945 7.5331 4.8651
O15 -6.4814 8.2812 4.8363
C44 -6.8920 8.7825 3.6086
C45 -8.2329 9.5008 3.6582
N8 -8.1161 10.8213 4.3257
C46 -9.3766 11.6014 4.1210
C47 -9.4673 12.8173 5.0718
O16 -9.6635 12.4619 6.4399
C48 -9.9917 13.5246 7.3089
H106 -5.3459 6.5760 4.3460
H107 -4.9979 7.4766 5.9125
H108 -4.5058 8.1176 4.3914
H109 -6.9326 7.9582 2.8966
H110 -6.1472 9.4771 3.2200
H111 -8.9632 8.8371 4.1212
H112 -8.6114 9.5349 2.6366
H113 -7.7909 10.7626 5.2801
H114 -10.2197 10.9630 4.3849
H115 -9.4951 11.9617 3.0992
H116 -10.3673 13.3875 4.8419
H117 -8.5814 13.4457 4.9801
H118 -10.7669 14.1600 6.8805
H119 -9.1162 14.1091 7.5915
H120 -10.4693 13.1761 8.2246
C49 -14.8187 14.2138 12.3737
O17 -13.4950 13.8436 12.4574
C50 -12.6157 14.6276 13.3500
C51 -12.2676 16.0606 12.8963
N9 -11.9965 16.1102 11.4573
C52 -12.0265 17.4798 11.0074
C53 -11.8263 17.4921 9.4366
O18 -13.1051 17.1431 8.8771
C54 -13.0522 16.8458 7.4499
H121 -15.4113 13.5296 11.7664
H122 -14.9724 15.2115 11.9625
H123 -15.2339 14.2110 13.3815
H124 -11.7327 14.1452 13.7691
H125 -13.2943 14.7543 14.1934
H126 -11.4022 16.4396 13.4398
H127 -13.1473 16.6394 13.1776
H128 -12.6890 15.5795 10.9487
H129 -11.2007 18.1187 11.3203
H130 -12.9455 17.9653 11.3359
H131 -11.0120 16.8094 9.1938
H132 -11.6084 18.5449 9.2569
H133 -14.0130 16.7409 6.9459
H134 -12.5335 15.8923 7.3502
H135 -12.5545 17.6869 6.9674
O19 -18.6574 12.7279 10.8963
H136 -18.3973 13.6487 10.8705
H137 -19.6055 12.7426 10.7656

Force components x, y, z for each atom (eV/Å):
0.252 -0.520 0.322
0.866 0.905 -0.097
-1.367 0.498 0.953
-0.700 -0.115 -1.364
1.704 -1.641 -0.776
-0.835 1.210 -0.187
-1.535 -1.192 0.048
0.260 -0.065 0.660
0.079 -1.315 0.753
0.298 0.623 -0.068
0.033 0.068 0.412
0.023 -0.336 -0.268
-0.214 0.383 -0.041
-0.190 -0.380 0.483
-0.258 0.035 -0.726
0.426 -0.281 0.582
0.006 -0.243 0.274
0.445 0.348 0.297
-0.419 0.263 -0.143
0.667 0.540 -0.804
0.091 0.656 -0.126
0.262 0.799 -0.087
0.205 0.142 0.126
-0.026 -0.440 -0.099
0.320 0.184 -0.773
-1.439 0.846 0.380
-0.010 0.531 2.237
-0.800 -0.964 -0.699
1.588 0.347 -1.176
-0.396 0.865 2.006
-1.688 -0.743 -0.858
0.714 -2.095 0.072
0.859 0.556 -0.471
-0.110 -0.502 0.098
0.204 -0.048 -0.147
0.497 0.102 0.072
0.230 -0.754 -0.294
-0.127 -0.105 -0.021
-0.197 0.665 -0.317
0.097 -0.302 -0.093
-0.068 -0.021 0.231
-0.098 0.081 -0.397
0.077 0.346 -0.119
0.261 -0.036 -0.532
0.345 1.024 1.000
-0.389 -0.481 -0.015
-0.044 0.407 -0.168
0.298 0.162 -0.043
-0.198 0.687 0.923
-0.005 -0.215 -1.231
2.107 -0.949 0.800
-2.698 1.547 -0.646
0.453 -1.382 1.189
0.571 0.843 1.245
-0.756 0.417 -1.157
-0.057 0.875 -0.053
0.163 -1.975 -0.250
0.223 0.059 -0.289
0.150 -0.139 -0.511
0.136 -0.275 0.208
0.150 0.231 0.027
-0.439 -0.405 0.062
-0.029 0.253 -0.085
-0.108 0.129 0.472
-0.030 0.333 -0.677
0.127 -0.096 -0.378
-0.103 -0.109 0.098
0.367 -0.063 0.113
-0.052 -0.327 -0.020
-0.227 0.500 0.782
0.176 -0.136 -0.197
0.076 0.237 -0.415
1.049 0.897 0.797
-0.563 -0.521 -1.905
-0.205 0.690 1.229
-0.091 -0.518 0.231
0.934 -0.736 -1.128
-2.100 -1.029 2.092
0.370 -0.432 -0.732
1.202 0.250 0.304
-1.492 -0.316 -0.216
0.174 0.171 -0.615
-0.286 -0.395 0.409
-0.576 -0.237 0.428
-0.400 -0.043 -0.383
0.255 0.053 -0.218
0.315 -0.315 0.018
0.766 0.077 -0.664
-0.328 0.943 0.248
0.296 0.298 -0.087
0.438 0.618 -0.162
0.033 -0.276 -0.288
-0.177 0.332 -0.291
0.111 0.160 -0.544
0.379 -0.285 0.477
0.123 0.542 0.394
-0.206 -0.013 -0.996
-1.053 -0.271 -0.397
0.227 -1.147 1.625
0.115 0.316 -0.818
0.902 0.630 1.069
-0.696 1.144 -1.593
0.248 -0.174 1.651
0.373 0.375 0.078
-0.444 -1.537 -0.209
0.152 -0.070 0.394
0.215 0.023 -0.447
0.046 0.009 -0.010
-0.526 0.657 -0.230
0.460 0.192 0.506
0.154 0.249 0.027
0.039 -0.902 -0.063
-0.050 -0.054 -0.131
-0.060 0.335 -0.233
0.169 -0.949 -0.069
-0.459 0.438 0.079
-0.264 -0.089 -0.472
0.062 -0.023 -0.055
0.218 0.835 0.266
0.419 0.017 -0.009
-0.744 0.893 -0.740
1.865 -0.826 1.182
-1.142 -0.339 -0.931
-0.025 -0.248 0.777
-0.715 1.432 0.261
0.954 -0.247 -0.807
-2.019 0.167 1.587
1.337 -0.495 -0.246
0.182 -0.016 0.080
-0.088 0.159 0.062
-0.123 -0.271 -0.042
0.261 -0.167 0.010
-0.014 0.534 -0.096
-0.243 -0.270 -0.016
0.456 0.046 -0.597
-0.523 -0.567 -0.199
0.440 -0.111 0.293
0.156 0.441 0.246
-0.046 -0.306 0.339
0.045 -0.463 -0.328
0.055 -0.120 -0.081
-0.523 0.383 -0.242
-0.063 0.281 0.183
0.294 0.259 -0.148
1.045 1.164 -0.223
-0.240 -0.527 -0.080
1.314 -0.151 -0.486
0.500 -0.842 -0.226
-0.330 1.235 0.924
-0.995 1.174 1.183
0.590 -0.309 0.650
-0.185 0.797 -0.722
-0.075 -1.469 0.634
-0.037 -0.218 -0.123
-0.221 -0.295 0.308
-0.211 0.090 -0.104
-0.875 0.141 -0.074
-0.656 0.498 0.591
0.068 -0.127 0.038
0.191 -0.705 0.458
-0.180 -0.092 -1.116
0.365 0.292 -0.249
-0.326 -0.514 -0.328
-0.159 -0.059 -0.389
-0.061 0.036 -0.234
0.443 0.070 -0.179
-0.185 -0.079 -0.277
0.290 -0.054 0.049
0.422 1.130 -0.148
-0.792 -0.069 1.334
0.214 -0.054 -0.947
0.756 -0.095 1.005
-1.027 0.087 -2.103
0.854 -0.076 2.353
-0.451 0.001 0.224
0.331 -1.039 0.215
-0.265 0.085 -0.180
-0.261 -0.220 0.184
-0.191 -0.537 -0.073
0.300 0.035 -0.283
-0.254 -0.228 -0.310
0.219 0.270 -0.076
-0.180 -0.146 0.560
0.250 0.817 -0.162
-0.446 -0.143 0.091
-0.454 -0.108 -0.210
0.291 -0.146 -0.056
0.029 0.314 -0.684
0.128 0.155 -0.125
0.088 0.351 -0.403
0.089 0.182 -0.134
0.298 -0.611 -0.021
-0.819 0.861 0.808
3.405 -0.387 -0.448
-2.140 0.465 0.479
-0.633 -1.305 -0.959
0.604 0.400 1.149
0.562 -0.426 -2.317
-2.067 0.619 2.059
0.033 -0.372 -1.042
0.605 0.327 1.144
0.421 -0.278 -0.068
0.031 0.282 -0.112
-0.451 0.117 0.210
-0.186 -0.938 -0.991
0.277 0.191 0.656
-0.027 -0.072 0.112
-0.090 0.666 -0.139
-0.175 -0.108 0.013
0.280 -0.447 0.772
-0.305 0.387 -0.387
-0.059 0.000 -0.275
0.290 -0.002 -0.853
-0.381 0.086 0.790
0.308 0.096 -0.387
0.362 -0.218 -0.280
0.481 -0.277 0.475
0.265 0.260 -0.247
-0.851 -0.055 -0.247

Calculated values
calculated total energy: -4061.4077 a.u.
HOMO level: -0.29837 Eh

Atomic partial charges in e from the Mulliken method, atoms 1 to 4: -0.795, -0.446, -0.611, -0.022